The following is a quantum chemistry calculation of one molecule with the formula C5H8N2 in a non-equilibrium geometry, from OMol25.

The value obtained for the total energy is -304.5908 Eh. As for the frontier orbital gap: 6.13 eV. The value obtained for the HOMO energy is -7.722 eV. Its charge is 0. As for the energy above the lowest of the compared OMol25 structures with the same formula, charge and spin: 153.5 kcal/mol.

Last columns: bonded neighbours and bond lengths (Å).
Positions of all 15 atoms, in Å:
1 C -0.187 -0.623 1.366  C2 1.559, C3 1.502, H8 1.089, H10 1.075
2 C 0.264 -1.468 0.137  C1 1.559, C3 1.549, H11 1.075, H12 1.086
3 C -0.761 -0.314 0.012  C1 1.502, C2 1.549, C4 1.467, N7 1.406
4 C -0.224 0.715 -0.885  C3 1.467, C6 1.421, H13 1.079
5 N 2.108 1.224 -0.162  C6 1.287, H9 1.023
6 C 0.861 1.470 -0.364  C4 1.421, N5 1.287, H14 1.097
7 N -2.072 -0.768 -0.223  C3 1.406, H15 1.023
8 H 0.647 0.000 1.686  C1 1.089
9 H 2.527 0.593 -0.849  N5 1.023
10 H -0.901 -0.878 2.128  C1 1.075
11 H 1.114 -1.320 -0.504  C2 1.075
12 H -0.215 -2.442 0.106  C2 1.086
13 H -0.575 0.563 -1.894  C4 1.079
14 H 0.551 2.235 0.358  C6 1.097
15 H -2.626 0.091 -0.267  N7 1.023